Entry 1:
Below is an isolated ion of composition C7H15N2 and charge +1, with properties calculated with ωB97M-V with the def2-TZVPD basis set.

The geometry in XYZ format:
```
24
Properties=species:S:1:pos:R:3:nbo_charge:R:1
N 0.23 -0.61 0.02 -0.31
N -1.60 1.73 -0.70 -0.82
C 1.50 0.45 -0.05 0.23
C -1.87 -1.72 0.61 -0.70
C 2.15 0.68 1.07 -0.41
C 1.45 1.15 -1.32 -0.72
C -1.49 0.97 0.49 -0.28
C -1.05 -0.50 0.33 0.47
C 1.03 -1.86 -0.19 -0.43
H 0.49 1.70 -1.74 0.30
H 1.93 0.09 1.93 0.23
H 1.61 0.42 -2.12 0.24
H 0.59 -2.40 -1.05 0.23
H -2.30 0.80 1.26 0.19
H 2.06 -1.59 -0.34 0.25
H 2.86 1.48 1.14 0.25
H -2.74 -1.42 1.21 0.27
H -0.60 1.55 0.97 0.24
H 2.29 1.86 -1.24 0.25
H -1.59 2.71 -0.38 0.39
H 0.92 -2.46 0.72 0.23
H -2.51 1.61 -1.22 0.38
H -1.22 -2.52 0.98 0.26
H -2.12 -2.12 -0.39 0.28
```

Output
net charge = +1
LUMO energy = -3.840 eV
SMILES = C=C(C)/[N+](C)=C(/C)CN


Entry 2:
Below is one molecule with the formula C3H5NO3, with properties calculated with ωB97M-V with the def2-TZVPD basis set.

The geometry in XYZ format:
```
12
Properties=species:S:1:pos:R:3:nbo_charge:R:1
O -0.43 -0.47 -1.38 -0.48
O 0.36 1.63 -1.15 -0.61
O -1.08 -1.18 1.60 -0.59
N 0.29 0.64 1.61 -0.82
C 0.39 -0.90 -0.28 -0.18
C -0.22 -0.49 1.07 0.64
C -0.33 0.81 -1.71 0.66
H 0.73 1.31 1.00 0.42
H 0.40 -1.99 -0.33 0.23
H 1.40 -0.50 -0.41 0.20
H -0.17 0.99 2.44 0.40
H -0.96 1.02 -2.57 0.13
```

Output
LUMO energy = 0.824 eV
SMILES = NC(=O)COC=O


The evaluated Kohn-Sham gap for the records listed, in turn: 9.72; 10.90 eV.
The evaluated energy above the lowest of the compared OMol25 structures with the same formula, charge and spin for the records listed, in turn: 286.07; 65.25 kJ/mol.